Entry 1:
C35H55Cl2CsF4LiN2O10 | ωB97M-V/def2-TZVPD

Properties
total charge = +1
E_LUMO = -3.9598 eV
Kohn-Sham gap = 4.982 eV
highest occupied orbital energy = -8.94 eV

Atoms and positions in Å:
O1 2.531 3.619 -0.244
C1 2.166 2.460 -0.633
C2 1.240 2.401 -1.940
C3 0.722 1.174 -2.427
Cl1 -0.301 1.128 -3.924
C4 1.050 -0.151 -1.603
O2 0.510 -1.246 -1.947
C5 2.006 -0.101 -0.330
C6 2.275 -1.510 0.400
C7 1.061 -1.909 1.416
C8 0.522 -0.671 2.274
N1 -0.488 0.178 1.579
C9 -1.777 -0.520 1.346
C10 -2.724 0.520 0.537
C11 -3.288 0.168 -0.890
C12 -4.245 1.136 -1.686
C13 -4.684 2.512 -1.099
C14 -4.095 2.873 0.307
C15 -3.140 1.912 1.101
O3 -2.694 2.388 2.377
C16 2.575 1.117 0.185
C17 3.529 1.161 1.503
C18 5.090 1.476 1.102
F1 5.261 2.791 0.521
H1 0.994 3.373 -2.487
H2 2.224 -2.308 -0.435
H3 3.304 -1.583 0.885
H4 0.239 -2.505 0.878
H5 1.549 -2.636 2.172
H6 1.381 -0.005 2.672
H7 0.006 -1.082 3.232
H8 -0.603 1.101 2.013
H9 -1.624 -1.399 0.611
H10 -2.279 -0.891 2.305
H11 -3.014 -0.819 -1.396
H12 -4.657 0.834 -2.713
H13 -5.390 3.191 -1.676
H14 -4.391 3.897 0.752
H15 -3.435 2.706 2.935
H16 3.562 0.169 2.067
H17 3.124 1.944 2.249
H18 5.800 1.380 2.005
H19 5.354 0.702 0.297
C19 -2.603 -4.503 -4.649
C20 -3.866 -5.337 -4.758
O4 -4.776 -5.146 -3.679
C21 -5.643 -3.969 -3.682
O5 -6.285 -3.863 -4.806
C22 -4.909 -2.650 -3.247
F2 -3.991 -2.896 -2.265
F3 -5.770 -1.761 -2.708
F4 -4.255 -2.007 -4.225
H20 -2.238 -4.466 -3.620
H21 -1.819 -4.917 -5.289
H22 -2.774 -3.481 -4.983
H23 -3.567 -6.389 -4.697
H24 -4.344 -5.219 -5.733
H25 -6.257 -4.178 -2.781
Li1 -5.021 -4.918 -1.580
C23 -0.316 4.233 3.722
C24 -0.564 3.890 5.153
O6 -0.688 2.780 5.597
N2 -0.533 4.924 6.169
C25 -1.788 5.006 6.973
H26 -0.667 3.420 3.086
H27 -0.858 5.144 3.456
H28 0.757 4.384 3.570
H29 -0.259 5.825 5.772
H30 0.178 4.580 6.823
H31 -2.613 5.263 6.308
H32 -1.646 5.790 7.717
H33 -1.959 4.051 7.470
O7 0.566 -4.838 2.323
C26 0.755 -5.116 3.486
O8 1.627 -4.396 4.217
C27 1.788 -4.523 5.638
C28 2.742 -5.649 5.979
C29 0.098 -6.318 4.105
H34 0.820 -4.625 6.135
H35 2.213 -3.576 5.983
H36 2.365 -6.614 5.636
H37 2.904 -5.703 7.058
H38 3.706 -5.493 5.487
H39 0.674 -7.209 3.856
H40 -0.909 -6.409 3.691
H41 -0.023 -6.246 5.184
C30 3.924 -5.579 -1.131
C31 4.241 -4.992 -2.493
O9 3.057 -4.915 -3.278
H42 3.489 -6.577 -1.235
H43 4.826 -5.650 -0.517
H44 3.188 -4.964 -0.606
H45 4.960 -5.621 -3.023
H46 4.665 -3.988 -2.397
H47 2.430 -4.350 -2.806
Cl2 4.413 0.856 -1.705
Cs1 5.286 3.259 -2.634
C32 0.391 8.429 -5.464
C33 -0.210 7.058 -5.247
C34 0.887 6.148 -5.763
O10 2.132 6.823 -5.528
C35 1.856 8.182 -5.163
H48 -0.048 9.206 -4.835
H49 0.269 8.726 -6.511
H50 -0.365 6.887 -4.176
H51 -1.162 6.909 -5.758
H52 0.793 5.984 -6.841
H53 0.896 5.177 -5.262
H54 2.064 8.291 -4.093
H55 2.517 8.853 -5.716

Löwdin population analysis, charges in e, atoms 1 to 6: number 1, O, carries -0.040; number 2, C, carries -0.320; number 3, C, carries -0.016; number 4, C, carries -0.489; number 5, Cl, carries 0.615; number 6, C, carries -0.264

---

Entry 2:
C4H9N3 | ωB97M-V/def2-TZVPD

Properties
SMILES = [H]/N=C/N(C)C(=C)N
E_LUMO = 0.9689 eV
Kohn-Sham gap = 8.096 eV
highest occupied orbital energy = -7.13 eV

Atoms and positions in Å:
C1 1.726 0.016 0.878
N1 0.684 0.084 -0.125
C2 -0.465 0.761 0.155
N2 -0.854 0.861 1.501
C3 0.399 -1.281 -1.060
C4 -1.323 1.031 -0.869
N3 -0.712 -1.281 -1.615
H1 -0.631 0.057 2.071
H2 -1.819 1.128 1.624
H3 -0.954 -1.950 -2.336
H4 1.212 -2.013 -1.111
H5 1.805 0.987 1.380
H6 1.530 -0.739 1.650
H7 2.674 -0.223 0.390
H8 -0.935 1.211 -1.855
H9 -2.337 1.350 -0.676

Löwdin population analysis, charges in e, atoms 1 to 6: number 1, C, carries -0.115; number 2, N, carries -0.108; number 3, C, carries -0.517; number 4, N, carries 0.090; number 5, C, carries -0.103; number 6, C, carries 0.009

---

Entry 3:
C3H2O2 | ωB97M-V/def2-TZVPD

Properties
E_LUMO (spin up / spin down) = 0.6840 / -1.9394 eV
2S+1 = 3
<S²> = 2.010
Kohn-Sham gap (spin up / spin down) = 7.376 / 9.537 eV
highest occupied orbital energy (spin up / spin down) = -6.69 / -11.48 eV

Atoms and positions in Å:
C1 -0.971 0.124 1.414
C2 -0.860 -0.215 2.683
C3 -0.268 -0.001 0.078
O1 -0.675 -0.121 3.815
O2 -1.631 -0.237 0.220
H1 0.132 0.871 -0.535
H2 0.424 -0.838 -0.346

Löwdin population analysis, charges in e, atoms 1 to 6: number 1, C, carries -0.118; number 2, C, carries -0.168; number 3, C, carries -0.145; number 4, O, carries 0.157; number 5, O, carries 0.032; number 6, H, carries 0.111

---

Entry 4:
C46H118N19O5P5 | ωB97M-V/def2-TZVPD

Properties
SMILES = CN(C)P(=O)(N(C)C)N(C)C.CN(C)P(=O)(N(C)C)N(C)C.CN(C)P(=O)(N(C)C)N(C)C.CN(C)P(=O)(N(C)C)N(C)C.CN(C)P(=O)(N(C)C)N(C)C.CCCC#N.CCCC#N.CCCC#N.CCCC#N
E_LUMO = 0.5190 eV
Kohn-Sham gap = 8.716 eV
highest occupied orbital energy = -8.20 eV

Atoms and positions in Å:
C1 5.448 2.887 -5.623
C2 5.208 3.672 -4.310
C3 3.761 4.233 -4.213
C4 2.762 3.257 -4.474
N1 1.813 2.584 -4.357
H1 4.657 2.117 -5.689
H2 6.431 2.427 -5.587
H3 5.389 3.495 -6.510
H4 5.826 4.567 -4.413
H5 5.468 3.041 -3.458
H6 3.518 5.175 -4.729
H7 3.698 4.498 -3.193
C5 -0.296 6.598 0.716
C6 1.116 6.950 0.261
C7 2.090 7.344 1.406
C8 2.006 6.433 2.538
N2 1.910 5.708 3.398
H8 -0.887 6.177 -0.098
H9 -0.908 7.366 1.165
H10 -0.243 5.770 1.390
H11 1.092 7.798 -0.448
H12 1.490 6.087 -0.352
H13 1.932 8.364 1.703
H14 3.077 7.273 0.950
C9 0.139 0.657 -0.590
C10 1.170 0.393 -1.707
C11 2.546 0.863 -1.257
C12 2.642 2.392 -1.210
N3 2.787 3.528 -1.013
H15 0.542 0.174 0.322
H16 -0.739 0.188 -0.913
H17 -0.095 1.692 -0.489
H18 0.945 0.943 -2.743
H19 1.181 -0.646 -1.983
H20 3.311 0.476 -1.962
H21 2.738 0.537 -0.254
C13 1.514 -0.848 -6.435
C14 2.242 -2.187 -6.147
C15 2.482 -2.306 -4.639
C16 3.430 -1.245 -4.203
N4 4.145 -0.478 -3.776
H22 1.422 -0.694 -7.515
H23 2.061 -0.056 -6.080
H24 0.505 -0.827 -6.079
H25 3.185 -2.192 -6.700
H26 1.674 -3.106 -6.464
H27 2.936 -3.226 -4.310
H28 1.608 -2.182 -3.986
O1 1.202 -4.818 2.978
P1 -0.096 -4.431 3.589
N5 -0.293 -2.743 3.726
C17 -0.998 -2.096 4.813
C18 0.640 -1.902 2.956
N6 -0.255 -4.967 5.122
C19 0.953 -4.910 5.951
C20 -1.470 -5.439 5.757
N7 -1.416 -5.068 2.845
C21 -2.761 -4.486 2.750
C22 -1.356 -6.515 2.499
H29 -1.795 -2.784 5.275
H30 -1.593 -1.255 4.466
H31 -0.308 -1.765 5.546
H32 0.187 -1.333 2.125
H33 1.414 -2.546 2.542
H34 1.086 -1.242 3.683
H35 0.639 -4.545 6.961
H36 1.412 -5.899 6.083
H37 1.717 -4.225 5.542
H38 -1.480 -6.546 5.734
H39 -1.652 -5.079 6.807
H40 -2.413 -5.198 5.234
H41 -3.237 -4.885 1.883
H42 -3.365 -4.665 3.672
H43 -2.698 -3.416 2.625
H44 -0.490 -7.023 2.837
H45 -1.514 -6.620 1.445
H46 -2.203 -6.859 3.017
O2 0.541 -4.034 -3.631
P2 -0.131 -4.367 -2.359
N8 -1.118 -5.764 -2.508
C23 -1.139 -6.523 -3.825
C24 -2.060 -6.243 -1.542
N9 -1.002 -3.052 -1.728
C25 -1.626 -3.051 -0.416
C26 -1.603 -2.182 -2.650
N10 0.945 -4.696 -1.068
C27 1.704 -3.637 -0.420
C28 1.725 -5.864 -1.406
H47 -2.180 -6.558 -4.288
H48 -0.752 -7.467 -3.557
H49 -0.550 -6.035 -4.537
H50 -1.848 -5.855 -0.561
H51 -1.939 -7.303 -1.492
H52 -3.131 -6.025 -1.695
H53 -1.395 -3.924 0.186
H54 -1.358 -2.119 0.145
H55 -2.771 -3.119 -0.554
H56 -1.219 -2.347 -3.634
H57 -2.737 -2.179 -2.555
H58 -1.404 -1.142 -2.342
H59 2.520 -4.086 0.141
H60 2.156 -3.013 -1.178
H61 1.061 -3.015 0.256
H62 2.083 -6.420 -0.542
H63 2.779 -5.524 -1.883
H64 1.218 -6.497 -2.148
O3 -4.174 4.325 -5.024
P3 -3.435 3.208 -4.297
N11 -2.524 3.851 -3.040
C29 -3.024 4.979 -2.355
C30 -1.528 3.180 -2.273
N12 -2.281 2.309 -5.131
C31 -2.876 1.415 -6.204
C32 -1.206 3.176 -5.711
N13 -4.443 2.058 -3.719
C33 -5.816 2.005 -4.074
C34 -3.887 0.865 -3.099
H65 -2.231 5.433 -1.728
H66 -3.839 4.787 -1.631
H67 -3.465 5.825 -2.905
H68 -1.282 2.283 -2.807
H69 -1.941 2.827 -1.257
H70 -0.670 3.893 -2.262
H71 -2.186 0.666 -6.570
H72 -3.763 0.869 -5.787
H73 -3.050 2.115 -6.972
H74 -0.433 2.520 -6.027
H75 -1.563 3.676 -6.585
H76 -0.808 3.792 -4.966
H77 -6.037 1.206 -4.798
H78 -6.547 1.806 -3.223
H79 -6.167 2.922 -4.622
H80 -2.975 1.052 -2.595
H81 -3.647 0.121 -3.911
H82 -4.656 0.594 -2.409
O4 3.318 0.145 1.929
P4 4.187 1.119 2.657
N14 5.310 1.759 1.613
C35 5.654 1.284 0.327
C36 6.148 2.850 2.192
N15 5.182 0.488 3.905
C37 6.061 -0.592 3.428
C38 4.482 0.064 5.165
N16 3.366 2.297 3.413
C39 3.859 3.013 4.518
C40 1.952 2.543 3.000
H83 6.738 0.935 0.258
H84 5.492 2.053 -0.446
H85 5.018 0.382 0.109
H86 7.207 2.533 2.225
H87 5.853 3.133 3.187
H88 6.026 3.755 1.536
H89 6.439 -0.437 2.419
H90 6.934 -0.666 4.085
H91 5.565 -1.597 3.403
H92 3.585 0.670 5.444
H93 4.186 -0.988 5.171
H94 5.148 0.291 5.967
H95 4.818 2.720 4.797
H96 3.959 4.160 4.425
H97 3.326 2.946 5.419
H98 1.701 1.616 2.410
H99 1.838 3.466 2.363
H100 1.353 2.602 3.861
O5 -3.131 -1.210 2.443
P5 -3.776 0.058 2.753
N17 -4.158 0.134 4.400
C41 -4.694 -1.138 4.994
C42 -4.542 1.294 5.156
N18 -5.119 0.331 1.822
C43 -5.215 -0.552 0.666
C44 -6.163 1.303 2.085
N19 -2.828 1.435 2.588
C45 -2.709 2.066 1.296
C46 -1.637 1.570 3.425
H101 -5.424 -0.987 5.805
H102 -3.882 -1.790 5.361
H103 -5.322 -1.719 4.289
H104 -4.016 1.334 6.129
H105 -5.631 1.287 5.442
H106 -4.241 2.202 4.570
H107 -4.386 -1.302 0.713
H108 -6.228 -1.080 0.849
H109 -5.128 0.046 -0.315
H110 -7.025 0.757 2.375
H111 -5.893 1.915 2.908
H112 -6.433 1.860 1.192
H113 -2.606 1.321 0.501
H114 -3.522 2.614 0.958
H115 -1.813 2.761 1.266
H116 -1.066 2.427 3.101
H117 -1.066 0.665 3.350
H118 -1.957 1.725 4.466

Löwdin population analysis, charges in e, atoms 1 to 6: number 1, C, carries -0.107; number 2, C, carries -0.220; number 3, C, carries -0.199; number 4, C, carries -0.214; number 5, N, carries 0.195; number 6, H, carries 0.060

---

Entry 5:
C3H3NOS | ωB97M-V/def2-TZVPD

Properties
E_LUMO = -0.6550 eV
Kohn-Sham gap = 8.255 eV
highest occupied orbital energy = -8.91 eV

Atoms and positions in Å:
C1 -0.274 -0.434 -0.033
C2 1.094 -0.638 -0.136
C3 2.336 -0.245 -0.130
H1 -2.394 0.175 0.771
H2 -0.210 1.665 -0.266
H3 3.462 -0.569 0.101
N1 -0.657 0.812 0.046
O1 -1.994 1.008 -0.243
S1 -1.363 -1.774 -0.111

Löwdin population analysis, charges in e, atoms 1 to 6: number 1, C, carries -0.856; number 2, C, carries -0.155; number 3, C, carries 0.131; number 4, H, carries 0.254; number 5, H, carries 0.168; number 6, H, carries 0.093

---

Entry 6:
C26H36IN2SSiTc | ωB97M-V/def2-TZVPD

Properties
total charge = +1
E_LUMO (spin up / spin down) = -4.7732 / -4.8132 eV
2S+1 = 2
<S²> = 0.826
Kohn-Sham gap (spin up / spin down) = 6.455 / 6.605 eV
highest occupied orbital energy (spin up / spin down) = -11.23 / -11.42 eV

Atoms and positions in Å:
Tc1 0.440 -1.178 -1.628
C1 3.586 5.112 -1.382
Si1 2.182 3.962 -1.877
C2 0.589 4.393 -0.961
C3 1.948 3.930 -3.744
C4 2.681 2.200 -1.325
C5 3.892 1.915 -0.700
C6 4.222 0.627 -0.286
C7 3.307 -0.389 -0.470
N1 2.130 -0.136 -1.049
C8 1.845 1.105 -1.497
S1 0.277 1.049 -2.309
H1 3.330 6.132 -1.670
H2 4.525 4.867 -1.879
H3 3.761 5.118 -0.306
H4 0.301 5.422 -1.180
H5 0.714 4.311 0.119
H6 -0.243 3.753 -1.251
H7 1.729 4.935 -4.108
H8 1.124 3.285 -4.046
H9 2.846 3.584 -4.256
H10 4.606 2.713 -0.542
H11 5.174 0.418 0.177
H12 3.492 -1.411 -0.168
I1 1.494 -3.493 -2.091
C9 -2.865 -2.628 -4.326
C10 -2.930 -2.598 -2.829
C11 -3.971 -3.198 -2.133
C12 -4.000 -3.180 -0.751
C13 -5.118 -3.837 0.002
C14 -2.973 -2.564 -0.029
C15 -1.931 -1.931 -0.685
C16 -1.944 -1.961 -2.089
N2 -0.737 -1.347 -0.162
C17 -0.437 -0.956 1.248
C18 -0.295 0.578 1.293
C19 0.144 1.040 2.683
C20 1.477 0.375 3.036
C21 1.307 -1.146 3.054
C22 0.241 -1.529 4.078
C23 -1.078 -0.868 3.687
C24 -0.920 0.649 3.704
C25 -1.497 -1.343 2.288
C26 0.877 -1.633 1.668
H13 -3.779 -3.042 -4.745
H14 -2.029 -3.246 -4.658
H15 -2.724 -1.628 -4.736
H16 -4.766 -3.686 -2.680
H17 -5.851 -4.263 -0.679
H18 -5.625 -3.119 0.647
H19 -4.736 -4.637 0.637
H20 -3.023 -2.621 1.040
H21 -1.201 -1.423 -2.724
H22 -1.248 1.037 1.015
H23 0.449 0.905 0.570
H24 0.265 2.126 2.669
H25 1.817 0.721 4.015
H26 2.243 0.662 2.307
H27 2.257 -1.622 3.312
H28 0.544 -1.203 5.075
H29 0.125 -2.616 4.112
H30 -1.861 -1.164 4.390
H31 -0.629 0.985 4.702
H32 -1.870 1.132 3.461
H33 -2.459 -0.895 2.033
H34 -1.597 -2.428 2.326
H35 0.737 -2.717 1.663
H36 1.655 -1.404 0.942

Löwdin population analysis, charges in e, atoms 1 to 6: number 1, Tc, carries 0.840; number 2, C, carries -0.176; number 3, Si, carries 0.544; number 4, C, carries -0.170; number 5, C, carries -0.171; number 6, C, carries -0.217

---

Entry 7:
C36H32AlN5O6P | ωB97M-V/def2-TZVPD

Properties
total charge = +1
E_LUMO = -3.0631 eV
Kohn-Sham gap = 6.847 eV
highest occupied orbital energy = -9.91 eV

Atoms and positions in Å:
Al1 0.109 -0.603 0.534
O1 0.133 -1.623 -1.136
C1 -0.683 -2.489 -1.464
C2 -1.906 -2.814 -0.773
C3 -2.872 -3.657 -1.413
C4 -4.091 -3.849 -0.796
C5 -4.328 -3.196 0.487
C6 -3.420 -2.457 1.128
C7 -2.105 -2.300 0.552
O2 -1.227 -1.628 1.208
N1 -5.151 -4.475 -1.521
O3 -5.182 -4.434 -2.748
O4 -6.021 -5.028 -0.901
H1 -0.560 -2.977 -2.448
H2 -2.655 -4.084 -2.401
H3 -5.236 -3.335 0.956
H4 -3.776 -2.004 2.021
O5 0.403 0.770 1.674
C8 1.184 1.165 0.574
C9 0.779 2.501 -0.074
C10 1.476 3.713 0.071
C11 0.919 4.868 -0.428
C12 -0.304 4.891 -1.031
C13 -0.959 3.712 -1.239
C14 -0.457 2.545 -0.731
P1 -1.410 0.969 -0.714
C15 -1.716 0.651 -2.526
C16 -2.940 0.050 -2.887
C17 -3.053 -0.524 -4.101
C18 -2.066 -0.272 -5.078
C19 -0.919 0.370 -4.711
C20 -0.707 0.865 -3.448
C21 -2.970 1.228 0.226
C22 -4.181 1.724 -0.260
C23 -5.229 2.036 0.599
C24 -5.050 1.971 1.963
C25 -3.839 1.577 2.461
C26 -2.803 1.156 1.613
H5 2.351 3.783 0.688
H6 1.410 5.857 -0.256
H7 -0.732 5.776 -1.383
H8 -1.947 3.774 -1.741
H9 -3.634 -0.098 -2.071
H10 -3.906 -1.122 -4.346
H11 -2.137 -0.599 -6.095
H12 -0.096 0.532 -5.338
H13 0.230 1.412 -3.189
H14 -4.338 1.841 -1.385
H15 -6.141 2.361 0.094
H16 -5.760 2.376 2.690
H17 -3.763 1.563 3.527
H18 -1.852 0.846 2.082
C27 4.810 -3.195 0.673
N2 3.434 -2.966 1.061
C28 3.061 -2.899 2.461
C29 1.664 -2.302 2.424
O6 0.790 -2.404 3.272
N3 1.535 -1.693 1.158
C30 2.572 -2.174 0.416
N4 2.775 -1.801 -0.840
H19 5.192 -4.011 1.343
H20 5.436 -2.294 0.798
H21 4.868 -3.658 -0.313
H22 3.745 -2.229 3.005
H23 3.121 -3.877 2.877
H24 2.034 -1.330 -1.361
H25 3.666 -1.925 -1.312
C31 6.400 2.325 2.704
C32 5.084 1.925 2.176
C33 4.755 2.009 0.852
C34 3.518 1.759 0.368
N5 2.569 1.385 1.178
C35 2.778 1.193 2.487
C36 4.096 1.339 2.979
H26 6.718 1.634 3.512
H27 6.345 3.309 3.133
H28 7.252 2.374 1.934
H29 5.427 2.432 0.133
H30 3.215 1.858 -0.673
H31 1.886 0.903 3.037
H32 4.377 0.998 4.001

Löwdin population analysis, charges in e, atoms 1 to 6: number 1, Al, carries -0.144; number 2, O, carries -0.021; number 3, C, carries -0.093; number 4, C, carries -0.093; number 5, C, carries 0.071; number 6, C, carries -0.120

---

Entry 8:
C4H6O | ωB97M-V/def2-TZVPD

Properties
E_LUMO (spin up / spin down) = 0.6278 / 0.0699 eV
Kohn-Sham gap (spin up / spin down) = 8.330 / 7.437 eV
highest occupied orbital energy (spin up / spin down) = -7.70 / -7.37 eV

Atoms and positions in Å:
C1 0.561 1.210 -1.045
C2 -0.272 0.823 -0.061
C3 -0.718 -1.397 0.208
O1 0.563 -1.293 0.742
C4 0.437 0.002 0.920
H1 1.627 1.087 -0.901
H2 0.292 1.504 -2.049
H3 -1.255 1.246 0.142
H4 -0.773 -2.080 -0.628
H5 -1.493 -1.506 0.942
H6 1.030 0.402 1.731

Löwdin population analysis, charges in e, atoms 1 to 6: number 1, C, carries 0.010; number 2, C, carries -0.212; number 3, C, carries -0.047; number 4, O, carries -0.047; number 5, C, carries -0.190; number 6, H, carries 0.060